## i
Below is one molecule with the formula C4H5N3, with properties calculated with ωB97M-V with the def2-TZVPD basis set.

Output
spin multiplicity = 1
gap between HOMO and LUMO = 8.587 eV
LUMO = 0.6 eV
highest occupied orbital energy = -0.292 Ha

Positions of all 12 atoms, in Å:
N (2.178, -1.216, 1.066)
C (1.642, -0.617, 0.235)
C (0.955, 0.197, -0.796)
C (-1.812, -1.526, -0.012)
N (-1.483, -0.362, 0.323)
C (-1.080, 0.834, 0.365)
N (0.119, 1.243, -0.246)
H (1.706, 0.639, -1.455)
H (0.334, -0.465, -1.405)
H (-1.519, -2.248, 0.771)
H (-1.674, 1.610, 0.837)
H (0.633, 1.910, 0.317)

These are the Mulliken partial charges, in e, on atoms 1 to 6:
1. N -0.390
2. C 0.411
3. C -0.680
4. C -0.334
5. N -0.078
6. C -0.115

## ii
Below is one molecule with the formula C4H5N3, with properties calculated with ωB97M-V with the def2-TZVPD basis set.

Output
spin multiplicity = 1
structure (SMILES) = C1=NN=CN2C[C@@H]12
gap between HOMO and LUMO = 9.230 eV
LUMO = 0.2 eV
highest occupied orbital energy = -0.331 Ha

Positions of all 12 atoms, in Å:
C (-1.208, -1.115, -0.215)
N (-1.884, -0.147, 0.061)
N (-1.357, 1.216, 0.214)
C (-0.222, 1.523, -0.356)
N (0.656, 0.527, -0.783)
C (1.225, -0.153, 0.620)
C (0.327, -0.905, -0.306)
H (-1.402, -2.058, -0.054)
H (0.275, 2.602, -0.326)
H (0.481, 0.388, 1.337)
H (2.376, -0.152, 0.757)
H (0.732, -1.727, -0.948)

These are the Mulliken partial charges, in e, on atoms 1 to 6:
1. C -0.224
2. N -0.295
3. N -0.459
4. C 0.162
5. N -0.484
6. C -0.503

Which of them is most stable, and which least? Most stable: i; least stable: ii.

## i
Below is one molecule with the formula C3H9NS2, with properties calculated with ωB97M-V with the def2-TZVPD basis set.

Output
spin multiplicity = 1
structure (SMILES) = CNCCSS
gap between HOMO and LUMO = 9.114 eV
LUMO = 0.7 eV
highest occupied orbital energy = -0.309 Ha

Positions of all 15 atoms, in Å:
C (0.070, 0.123, 3.399)
N (0.290, 0.229, 1.944)
C (-0.646, -0.536, 1.162)
C (-1.182, 0.231, -0.111)
S (0.263, 0.789, -0.990)
S (0.547, -0.748, -2.346)
H (0.281, -0.844, 3.927)
H (-1.018, 0.251, 3.462)
H (0.735, 0.831, 3.872)
H (1.226, -0.084, 1.717)
H (-0.408, -1.614, 0.955)
H (-1.581, -0.665, 1.721)
H (-1.772, 1.109, 0.176)
H (-1.869, -0.406, -0.687)
H (0.623, 0.026, -3.393)

These are the Mulliken partial charges, in e, on atoms 1 to 6:
1. C -0.778
2. N -0.264
3. C -0.461
4. C -0.733
5. S -0.094
6. S -0.205

## ii
Below is a 2-piece molecular cluster, C3H9NS2 overall, with properties calculated with ωB97M-V with the def2-TZVPD basis set.

Output
spin multiplicity = 1
structure (SMILES) = C=NC.CSS
gap between HOMO and LUMO = 9.579 eV
LUMO = 0.6 eV
highest occupied orbital energy = -0.329 Ha

Positions of all 15 atoms, in Å:
C (-1.505, 1.833, -0.362)
N (-1.889, 0.773, -0.968)
C (-1.526, 0.783, -2.374)
H (-1.396, 1.745, 0.718)
H (-1.276, 2.686, -1.004)
H (-1.790, 1.714, -2.899)
H (-0.524, 0.539, -2.718)
H (-2.155, 0.044, -2.879)
C (1.067, -1.611, 1.040)
S (1.265, -1.476, 2.823)
S (3.204, -1.619, 3.466)
H (0.309, -1.067, 0.473)
H (1.937, -1.376, 0.434)
H (0.776, -2.647, 0.877)
H (3.505, -0.319, 3.374)

These are the Mulliken partial charges, in e, on atoms 1 to 6:
1. C -0.256
2. N -0.385
3. C -0.841
4. H 0.287
5. H 0.282
6. H 0.350

## iii
Below is one molecule with the formula C3H9NS2, with properties calculated with ωB97M-V with the def2-TZVPD basis set.

Output
spin multiplicity = 1
structure (SMILES) = CNCCSS
gap between HOMO and LUMO = 8.895 eV
LUMO = 0.5 eV
highest occupied orbital energy = -0.309 Ha

Positions of all 15 atoms, in Å:
C (-1.014, 0.377, 2.104)
N (-1.140, 0.309, 0.696)
C (0.000, 0.456, -0.269)
C (1.151, -0.480, -0.354)
S (0.837, -1.569, -1.915)
S (1.285, -0.060, -3.224)
H (-0.809, 1.363, 2.470)
H (-0.380, -0.476, 2.566)
H (-1.852, 0.165, 2.658)
H (-1.514, -0.631, 0.486)
H (-0.461, 0.739, -1.303)
H (0.460, 1.410, -0.064)
H (1.089, -1.225, 0.436)
H (2.100, -0.049, -0.392)
H (0.248, -0.329, -3.894)

These are the Mulliken partial charges, in e, on atoms 1 to 6:
1. C -0.902
2. N -0.352
3. C -0.420
4. C -0.731
5. S -0.086
6. S -0.212

Which of them is most stable, and which least? Most stable: i; least stable: ii.

## i
Below is a 2-piece molecular cluster, C3H9NS2 overall, with properties calculated with ωB97M-V with the def2-TZVPD basis set.

Output
spin multiplicity = 1
structure (SMILES) = C=NC.CSS
gap between HOMO and LUMO = 8.651 eV
LUMO = 0.4 eV
highest occupied orbital energy = -0.304 Ha

Positions of all 15 atoms, in Å:
C (1.790, -0.360, -0.985)
N (1.450, -1.454, -0.433)
C (2.431, -2.543, -0.432)
H (1.008, 0.388, -0.871)
H (2.812, -0.220, -1.344)
H (3.375, -2.216, 0.016)
H (2.050, -3.321, 0.231)
H (2.625, -2.967, -1.416)
C (-2.257, 1.142, 1.141)
S (-1.363, 2.236, 0.025)
S (-2.821, 3.772, -0.329)
H (-1.524, 0.605, 1.729)
H (-3.011, 1.571, 1.801)
H (-2.823, 0.371, 0.607)
H (-3.744, 2.996, 0.259)

These are the Mulliken partial charges, in e, on atoms 1 to 6:
1. C -0.083
2. N -0.370
3. C -0.786
4. H 0.092
5. H 0.273
6. H 0.325

## ii
Below is one molecule with the formula C3H9NS2, with properties calculated with ωB97M-V with the def2-TZVPD basis set.

Output
spin multiplicity = 1
structure (SMILES) = CNCCSS
gap between HOMO and LUMO = 8.851 eV
LUMO = 0.3 eV
highest occupied orbital energy = -0.313 Ha

Positions of all 15 atoms, in Å:
C (-1.043, 2.057, -0.442)
N (-0.445, 0.837, -0.994)
C (0.491, 0.311, 0.010)
C (1.068, -1.103, -0.296)
S (-0.451, -2.226, -0.279)
S (-0.039, -3.400, 1.405)
H (-0.448, 2.941, -0.475)
H (-2.072, 2.345, -0.779)
H (-1.303, 1.974, 0.672)
H (-1.169, -0.030, -1.235)
H (0.212, 0.447, 1.120)
H (1.494, 0.971, -0.045)
H (1.366, -1.340, -1.358)
H (1.935, -1.342, 0.331)
H (0.405, -2.440, 2.366)

These are the Mulliken partial charges, in e, on atoms 1 to 6:
1. C -0.851
2. N -0.309
3. C -0.333
4. C -0.719
5. S -0.080
6. S -0.228

## iii
Below is one molecule with the formula C3H9NS2, with properties calculated with ωB97M-V with the def2-TZVPD basis set.

Output
spin multiplicity = 1
structure (SMILES) = CSSCCN
gap between HOMO and LUMO = 8.308 eV
LUMO = 0.5 eV
highest occupied orbital energy = -0.289 Ha

Positions of all 15 atoms, in Å:
C (-2.829, -0.052, 1.198)
S (-1.181, 0.651, 0.706)
S (-0.197, -1.177, 0.269)
C (1.515, -0.402, -0.137)
C (1.379, 0.399, -1.427)
N (2.659, 1.199, -1.593)
H (-2.937, -1.113, 0.983)
H (-2.760, -0.036, 2.286)
H (-3.580, 0.597, 0.760)
H (2.079, -1.321, -0.012)
H (1.709, 0.298, 0.680)
H (0.577, 1.072, -1.717)
H (1.386, -0.367, -2.209)
H (3.216, 0.527, -2.123)
H (3.248, 1.256, -0.765)

These are the Mulliken partial charges, in e, on atoms 1 to 6:
1. C -0.841
2. S -0.031
3. S -0.089
4. C -0.931
5. C -0.235
6. N -0.681

Which of them is most stable, and which least? Most stable: iii; least stable: ii.